1.
14
Properties=species:S:1:pos:R:3:forces:R:3:lowdin_spin:R:1 method="wB97M-V/def2-TZVPD" spin_multiplicity=2 e_homo_ev="-13.74 / -13.78" gap_ev="8.03 / 7.64" total_energy_ha=-303.5003 total_charge=+1
C 1.5409 0.6589 -0.6309 1.065 -0.320 -0.147 0.681
C 0.7084 1.7777 -0.3836 2.114 0.232 0.272 0.138
N -0.5040 1.8657 -0.7643 -0.659 0.404 -2.093 0.065
H 1.7701 -0.2437 -0.0736 -0.779 -0.066 0.115 0.027
H 2.3175 0.9125 -1.3563 0.087 0.105 0.127 0.035
H 1.2177 2.6887 -0.0575 -0.297 0.061 0.334 0.025
H -0.8353 2.7939 -1.0150 -0.502 0.034 0.685 0.002
H -0.6932 1.1808 -1.4965 -0.821 -0.247 0.450 0.006
C -0.5088 -1.7572 0.8707 -0.435 -0.651 0.102 0.000
N -1.3916 -0.7171 0.8058 0.618 -0.427 0.454 0.002
O 0.4030 -2.0488 0.1325 -0.234 0.659 -0.300 0.017
H -0.8018 -2.4001 1.7107 0.375 -0.077 0.300 0.001
H -1.8691 -0.5632 1.6777 -0.522 0.262 -0.329 0.000
H -1.5245 -0.1151 0.0201 -0.011 0.030 0.028 0.002

=====

2.
15
Properties=species:S:1:pos:R:3:forces:R:3:mulliken_charge:R:1 method="wB97M-V/def2-TZVPD" e_homo_ev=-9.57 gap_ev=10.35 smiles="CC(=O)[C@H](N)NO" total_energy_ha=-379.0359
C -0.4781 1.6733 -0.9045 -0.268 -0.092 0.055 -1.146
C 0.1222 0.9398 0.2672 0.489 0.845 1.117 0.842
O 1.1047 -1.2619 -0.9590 -1.435 0.051 -0.094 -0.460
O 0.9516 1.4778 0.9996 -1.389 -1.230 -1.180 -0.574
H 1.0553 -1.1785 -1.9309 -0.096 -0.033 0.697 0.331
H -1.4034 1.1967 -1.2352 0.173 -0.063 -0.100 0.334
H -0.7160 2.6964 -0.6010 0.257 -0.076 -0.079 0.373
H 0.2404 1.6873 -1.7272 -0.087 0.067 0.041 0.254
N 0.2620 -1.1111 1.6817 0.017 0.483 0.452 -0.779
C -0.4741 -0.4761 0.6032 1.902 0.314 0.228 -0.078
N -0.3468 -1.3258 -0.5633 0.809 -0.101 -0.989 -0.407
H 0.4174 -0.4035 2.4029 -0.024 -0.305 0.004 0.295
H 1.1964 -1.2889 1.3089 -0.153 -0.002 0.167 0.313
H -0.4091 -2.2895 -0.2226 -0.125 0.298 -0.101 0.305
H -1.5225 -0.3360 0.8802 -0.070 -0.155 -0.218 0.399

=====

3.
15
Properties=species:S:1:pos:R:3:forces:R:3:mulliken_charge:R:1 method="wB97M-V/def2-TZVPD" e_homo_ev=-9.78 gap_ev=10.44 smiles="NC(=O)NCCO" total_energy_ha=-379.1313
N 2.3393 1.0485 -0.4692 0.168 -0.133 0.034 -0.523
C 1.0091 0.8127 -0.1853 -0.590 0.690 0.727 0.624
O 0.3474 1.6169 0.4873 0.622 -0.735 -0.651 -0.713
N 0.5225 -0.3551 -0.6896 0.331 -0.078 -0.364 -0.246
C -0.8619 -0.7982 -0.5748 -0.251 0.010 0.039 -0.530
C -1.4422 -0.7285 0.8425 0.042 -0.381 -0.095 -0.477
O -2.0120 0.5070 1.1639 0.027 0.159 0.048 -0.563
H 2.7288 1.7972 0.0862 -0.085 -0.069 -0.100 0.261
H 2.9352 0.2328 -0.5346 -0.109 0.206 -0.033 0.227
H 1.0252 -0.7234 -1.4898 -0.082 0.077 0.345 0.256
H -0.8604 -1.8418 -0.9083 -0.045 0.152 0.061 0.381
H -1.5212 -0.2283 -1.2410 0.054 -0.036 0.059 0.253
H -0.6629 -1.0345 1.5596 -0.073 0.081 -0.062 0.271
H -2.2492 -1.4642 0.9099 0.081 0.031 -0.034 0.334
H -1.2976 1.1590 1.0432 -0.091 0.027 0.026 0.446

=====

4.
15
Properties=species:S:1:pos:R:3:forces:R:3:mulliken_charge:R:1 method="wB97M-V/def2-TZVPD" e_homo_ev=-9.22 gap_ev=10.05 smiles="NC(=O)CNCO" total_energy_ha=-379.0941
O -0.0954 -1.4426 -1.5961 0.241 -0.046 -0.404 -0.575
C -0.4690 -1.1294 -0.5006 -0.258 0.547 0.842 0.701
N -0.3021 -1.9468 0.6204 0.751 -0.664 -0.496 -0.512
C -1.1477 0.2147 -0.1671 -0.227 -0.893 0.053 -0.705
N -0.3842 1.4346 -0.3471 0.128 -0.816 1.550 -0.293
C 0.9533 1.4971 0.1944 -0.562 0.098 0.228 -0.497
O 1.8000 0.4187 -0.1694 0.004 -0.022 0.324 -0.522
H 0.2175 -2.7763 0.3523 -0.220 -0.067 0.083 0.257
H -1.0840 -2.1796 1.2123 -0.098 0.462 0.061 0.227
H -1.5256 0.1052 0.8520 -0.093 0.393 0.011 0.336
H -1.9796 0.2311 -0.8759 -0.161 0.320 0.265 0.297
H -0.3496 1.5680 -1.3023 0.246 0.660 -2.391 0.323
H 0.8543 1.5979 1.2773 0.200 -0.207 0.097 0.321
H 1.3962 2.4062 -0.1878 0.073 0.338 -0.097 0.315
H 2.1160 0.0012 0.6377 -0.026 -0.104 -0.126 0.325

=====

5.
15
Properties=species:S:1:pos:R:3:forces:R:3:mulliken_charge:R:1 method="wB97M-V/def2-TZVPD" e_homo_ev=-8.33 gap_ev=9.21 total_energy_ha=-378.9892
C 0.9361 -0.6007 0.0707 -0.490 -0.444 0.067 0.026
C -1.1029 0.4353 1.1340 -2.099 1.242 0.489 -0.133
C -0.2994 -0.5743 0.9734 1.629 -2.652 -0.720 -0.371
N 0.7918 -1.2235 -1.2905 0.109 -1.093 0.611 -0.437
N -0.8925 1.7236 0.6441 -0.265 1.952 0.640 -0.503
O -0.4105 -0.8822 -1.9688 -0.790 -1.673 0.515 -0.356
O 1.4579 0.6575 -0.2443 -0.112 0.844 -3.255 -0.600
H 1.7369 -1.1208 0.5926 0.013 -0.722 -0.174 0.329
H -0.4450 0.0417 -2.1292 0.373 1.433 -0.089 0.303
H -2.1451 0.2700 1.5994 1.932 0.465 -0.442 0.257
H -0.5133 -1.5589 1.4428 -0.099 0.820 -0.527 0.281
H 0.7030 -2.2579 -1.2476 0.149 1.033 0.136 0.285
H 0.0571 2.1056 0.4632 -0.857 -1.405 0.147 0.252
H -1.3487 2.4117 1.2530 -0.058 -0.444 -0.575 0.240
H 1.4745 0.5729 -1.2929 0.565 0.642 3.177 0.426

=====

6.
15
Properties=species:S:1:pos:R:3:forces:R:3:mulliken_charge:R:1 method="wB97M-V/def2-TZVPD" e_homo_ev=-8.55 gap_ev=9.58 smiles="CC(C)=O.NN=O" total_energy_ha=-378.9528
C -0.9910 -0.6251 -0.4939 -0.163 -1.112 1.956 -0.962
C -0.0407 1.7625 -1.0823 0.475 -1.266 -1.047 -1.243
C 0.1860 0.3156 -0.7487 -2.431 -0.226 -1.273 0.779
N 2.9234 -1.0877 0.6708 -1.043 0.997 -0.795 0.279
N 3.3038 -1.7040 1.7886 0.247 -3.132 -0.020 -0.459
O 2.8205 0.1270 0.7082 1.793 -1.634 1.422 -0.359
O 1.2359 -0.1481 -0.9013 3.729 -1.844 -1.226 -0.459
H -1.7975 0.0209 -0.6592 -1.992 0.329 -0.133 0.334
H -1.0401 -1.4960 -1.2071 0.414 1.044 0.693 0.264
H -1.1068 -1.0539 0.6024 0.571 0.977 -2.166 0.239
H 0.1672 2.2101 -0.1904 0.015 1.898 2.597 0.311
H -1.0311 1.8366 -1.3821 -1.897 0.903 -0.409 0.406
H 0.6318 2.2266 -1.8021 0.133 -0.675 -0.144 0.323
H 3.3353 -2.8019 1.6906 0.113 3.305 0.008 0.293
H 4.0394 -1.2882 2.3314 0.036 0.437 0.537 0.253

=====

In order of appearance, relative energy (zero: lowest compared OMol25 entry of this formula, charge and spin) = 29.0, 66.0, 6.1, 29.4, 95.3, 118.1 kcal per mole.